1.
{
  "formula": "C13H15FO",
  "method": "ωB97M-V/def2-TZVPD",
  "symbols": ["C", "C", "C", "O", "C", "C", "C", "C", "C", "C", "C", "F", "C", "C", "C", "H", "H", "H", "H", "H", "H", "H", "H", "H", "H", "H", "H", "H", "H", "H"],
  "xyz": [[-2.20905, -3.78659, -0.69962], [-1.60616, -2.73770, -0.59426], [-0.96807, -1.48399, -0.69713], [-0.57736, -1.23947, -1.97676], [-1.75176, -0.28401, -0.25792], [-2.39608, -0.33196, 0.94748], [-3.10305, 0.80632, 1.34943], [-3.04848, 1.99615, 0.58827], [-2.49266, 1.97471, -0.72581], [-1.70468, 0.81391, -1.04074], [0.45154, -1.54886, 0.19710], [0.26845, -2.11974, 1.45772], [1.17025, -0.26401, 0.14218], [2.67012, -0.45379, 0.44524], [3.36329, 0.93204, 0.67280], [-2.58909, -4.72964, -0.46321], [0.16479, -1.92292, -2.06537], [-2.25110, -1.24317, 1.55912], [-3.63966, 0.74118, 2.26395], [-3.58700, 2.91684, 0.87152], [-2.36838, 2.88930, -1.18434], [-1.22620, 0.70828, -1.99680], [1.09887, -2.33814, -0.17828], [0.78896, 0.27518, 0.98464], [0.98572, 0.21786, -0.86171], [3.12125, -0.87974, -0.45880], [2.80009, -1.12071, 1.25037], [4.40595, 0.94566, 0.34906], [2.83139, 1.55373, -0.07414], [3.40456, 1.35610, 1.61541]],
  "charge": 0,
  "gap_ha": 0.3693,
  "e_lumo_ev": 0.8,
  "de_lowest_kj_mol": 0.0,
  "smiles": "C#C[C@@](O)(c1ccccc1)[C@H](F)CCC",
  "largest_force_ev_per_a": 4.99
}

2.
{
  "formula": "C13H15N2OSZn",
  "method": "ωB97M-V/def2-TZVPD",
  "symbols": ["Zn", "O", "C", "C", "C", "C", "C", "C", "C", "C", "N", "H", "H", "H", "H", "H", "H", "H", "H", "H", "H", "H", "S", "C", "C", "C", "C", "C", "N", "H", "H", "H", "H"],
  "xyz": [[6.46948, 7.48524, 5.75702], [8.09651, 6.72496, 4.78518], [8.75661, 5.40087, 4.92699], [8.95006, 5.16972, 6.40117], [7.71935, 4.82942, 7.26859], [7.41180, 6.03325, 8.11329], [7.93002, 6.31892, 9.35382], [7.39476, 7.35473, 10.17035], [6.29194, 8.11506, 9.71336], [5.84369, 7.82300, 8.45394], [6.37756, 6.85058, 7.64237], [8.16252, 7.07330, 3.91063], [9.71429, 5.52065, 4.38635], [8.09864, 4.56777, 4.52423], [9.52664, 6.04657, 6.80296], [9.65365, 4.32771, 6.53075], [7.99347, 3.97400, 7.95734], [6.81752, 4.55881, 6.71684], [8.84059, 5.78284, 9.74266], [7.86967, 7.62770, 11.08219], [5.78468, 8.86051, 10.28028], [5.15673, 8.40573, 7.87853], [4.73128, 8.57258, 4.80222], [5.81377, 9.86777, 5.19245], [5.37641, 11.20993, 5.29130], [6.23033, 12.17936, 5.73938], [7.54115, 11.78700, 6.10779], [7.85735, 10.45360, 6.08798], [7.03547, 9.50661, 5.70457], [4.40650, 11.35429, 4.91082], [5.91143, 13.25708, 5.85270], [8.30070, 12.52517, 6.44008], [8.87120, 10.20175, 6.44186]],
  "charge": 1,
  "gap_ha": 0.2833,
  "e_lumo_ev": -3.4,
  "largest_force_ev_per_a": 3.10
}

3.
{
  "formula": "C13H15N3",
  "method": "ωB97M-V/def2-TZVPD",
  "symbols": ["C", "C", "C", "N", "C", "C", "C", "C", "C", "C", "H", "H", "H", "H", "H", "H", "H", "H", "H", "C", "C", "C", "N", "C", "N", "H", "H", "H", "H", "H", "H"],
  "xyz": [[-0.15494, 3.69484, -0.40436], [0.48381, 2.40506, 0.10450], [0.77886, 1.80709, 1.30248], [1.72779, 0.78621, 0.97959], [1.83230, 0.58356, -0.41748], [2.16181, -0.59887, -1.11924], [1.78676, -0.49244, -2.49492], [1.05833, 0.54511, -3.06803], [0.83293, 1.69188, -2.32810], [1.14159, 1.64997, -0.96694], [-1.04246, 3.48395, -1.13559], [0.59205, 4.32577, -0.78890], [-0.54038, 4.06778, 0.49350], [0.57507, 2.03007, 2.28752], [1.70294, -0.14259, 1.52565], [2.95751, -1.33265, -0.90807], [2.34399, -1.15194, -3.13847], [0.74373, 0.34148, -4.04569], [0.43785, 2.57819, -2.76755], [-2.60361, -0.59148, 1.19691], [-1.90598, -1.82729, 1.43844], [-1.98906, -3.03916, 0.68450], [-0.88679, -3.85116, 1.25872], [-0.27288, -3.05527, 2.30585], [-0.86481, -1.82989, 2.42875], [-2.64850, -0.03995, 2.20131], [-3.44231, -0.54948, 0.49616], [-1.99767, 0.11331, 0.74503], [-2.51690, -3.38736, -0.19721], [-0.83444, -4.83466, 1.25616], [0.54338, -3.38012, 3.07548]],
  "charge": 0,
  "gap_ha": 0.3206,
  "e_lumo_ev": 0.9,
  "de_lowest_kj_mol": 277.0,
  "smiles": "Cc1c[nH]c2ccccc12.Cc1c[nH]cn1",
  "largest_force_ev_per_a": 4.79
}

4.
{
  "formula": "C13H15N3O4PdTe",
  "method": "ωB97M-V/def2-TZVPD",
  "symbols": ["Pd", "O", "C", "O", "C", "C", "C", "N", "C", "C", "C", "O", "O", "H", "H", "H", "C", "C", "N", "C", "C", "N", "H", "H", "H", "H", "H", "H", "C", "Te", "C", "H", "H", "H", "H", "H", "H"],
  "xyz": [[-0.62380, 0.25860, 0.13872], [6.08676, 2.61796, 0.03101], [5.75539, 1.41943, -0.05627], [6.48085, 0.41034, -0.20368], [4.23619, 1.12943, 0.04095], [3.75711, -0.17372, -0.02574], [2.39969, -0.40728, 0.05800], [1.48970, 0.56915, 0.17407], [1.93668, 1.83638, 0.25224], [3.29459, 2.13520, 0.20411], [0.90340, 2.97002, 0.38433], [1.27003, 3.99106, 0.98530], [-0.21943, 2.74277, -0.14395], [4.46201, -0.98639, -0.13872], [1.99916, -1.41449, 0.04119], [3.61191, 3.16360, 0.29401], [-2.90460, 2.47446, 1.22244], [-3.42104, 1.27516, 0.51688], [-2.73265, 0.25450, 0.04957], [-3.63921, -0.61716, -0.50710], [-4.89662, -0.11749, -0.38762], [-4.74511, 1.08613, 0.27173], [-1.90900, 2.73530, 0.84242], [-2.83290, 2.28355, 2.29628], [-3.57565, 3.32229, 1.05962], [-3.31092, -1.55181, -0.92689], [-5.85501, -0.49209, -0.69896], [-5.46728, 1.73568, 0.51794], [-0.43099, -4.77141, 0.19032], [-0.68284, -2.53215, 0.40971], [0.09280, -2.48706, -1.59909], [-1.00314, -5.12542, -0.67017], [-0.81191, -5.25166, 1.09388], [0.62109, -5.03258, 0.06214], [1.07349, -2.96066, -1.60416], [0.17540, -1.45097, -1.92393], [-0.58412, -3.03868, -2.25059]],
  "charge": -2,
  "gap_ha": 0.1653,
  "e_lumo_ev": 4.1,
  "de_lowest_kj_mol": 0.0,
  "largest_force_ev_per_a": 0.22
}

Number 1: energy -18485.70476 eV. Number 2: energy -78000.43226 eV. Number 3: energy -18191.91446 eV. Number 4: energy -37158.99669 eV.